1.
DFT (ωB97M-V with the def2-TZVPD basis set) results for the molecule CH4INO3S at a distorted geometry.

XYZ file:
```
11
CH4INO3S ωB97M-V with the def2-TZVPD basis set
C 1.1638 -0.3530 0.4874
N -1.1580 0.7120 -2.3078
O 0.1705 -1.4407 -1.8780
O 1.2308 0.6501 -2.8590
O 0.5314 0.6428 -0.2051
S 0.3113 -0.0182 -1.9866
I -1.8362 -0.0381 -4.0268
H 2.2393 -0.2942 0.2724
H 0.8209 -1.3332 0.4875
H 1.1230 0.0532 1.4320
H -1.3085 1.7242 -2.0821
```

* HOMO-LUMO gap: 8.856 eV
* LUMO: -0.76 eV
* relative energy (zero: lowest compared OMol25 entry of this formula, charge and spin): 21.6 kJ/mol
* HOMO level: -9.612 eV

***

2.
DFT (ωB97M-V with the def2-TZVPD basis set) results for a cluster of 2 separate species, CH4INS in total at a distorted geometry.

XYZ file:
```
8
CH4INS ωB97M-V with the def2-TZVPD basis set
C -0.6158 1.4081 0.3535
N 1.9655 -1.1750 -0.0588
S 0.9126 -2.1805 -0.0657
I -1.9671 -0.1980 -0.0707
H -0.1639 1.7152 -0.5818
H -1.1748 2.2194 0.8006
H 0.1447 1.0370 1.0297
H 0.8988 -2.8262 -1.4069
```

* HOMO-LUMO gap (alpha / beta): 8.165 / 7.757 eV
* LUMO (alpha / beta): 0.32 / -1.64 eV
* relative energy (zero: lowest compared OMol25 entry of this formula, charge and spin): 157.0 kJ/mol
* HOMO level (alpha / beta): -7.841 / -9.401 eV
* spin multiplicity: 3

***

3.
DFT (ωB97M-V with the def2-TZVPD basis set) results for a cluster of 2 separate species, CH4IO in total at a distorted geometry.

XYZ file:
```
7
CH4IO ωB97M-V with the def2-TZVPD basis set
I -2.8275 2.9935 4.3920
C 0.6039 -0.7994 -0.9338
O 0.3368 0.5661 -0.5934
H 1.6457 -0.9788 -0.6684
H -0.1074 -1.4194 -0.3882
H 0.5446 -0.9387 -2.0133
H -0.1961 0.5767 0.2051
```

* HOMO-LUMO gap: 6.275 eV
* LUMO: 3.04 eV
* relative energy (zero: lowest compared OMol25 entry of this formula, charge and spin): 50.7 kJ/mol
* HOMO level: -3.230 eV
* charge: -1

***

4.
DFT (ωB97M-V with the def2-TZVPD basis set) results for a cluster of 2 separate species, CH4IOP in total at a distorted geometry.

XYZ file:
```
8
CH4IOP ωB97M-V with the def2-TZVPD basis set
C -1.4517 -0.3991 -0.4474
O -1.0330 -1.4301 0.2420
P 1.3709 1.7927 -0.1424
I 2.5362 -0.3141 -0.1058
H -2.0431 0.3078 0.1689
H -0.8349 -0.1035 -1.3542
H -0.0166 -1.5599 0.4608
H 1.4722 1.7062 1.1783
```

* HOMO-LUMO gap (alpha / beta): 6.001 / 8.436 eV
* LUMO (alpha / beta): -1.69 / -0.22 eV
* relative energy (zero: lowest compared OMol25 entry of this formula, charge and spin): 330.3 kJ/mol
* HOMO level (alpha / beta): -7.691 / -8.657 eV

***

5.
DFT (ωB97M-V with the def2-TZVPD basis set) results for the ion CH4N with charge +1 at a distorted geometry.

XYZ file:
```
6
CH4N ωB97M-V with the def2-TZVPD basis set
C 0.4322 0.3625 0.2114
N -0.5217 -0.4835 -0.1246
H 0.1985 1.4096 0.0536
H 1.2511 -0.0215 -0.4856
H 0.7730 0.0503 1.2064
H -1.1258 -0.1849 -0.9134
```

* HOMO-LUMO gap: 8.855 eV
* LUMO: -10.06 eV
* relative energy (zero: lowest compared OMol25 entry of this formula, charge and spin): 421.2 kJ/mol
* HOMO level: -18.916 eV
* charge: +1

***

6.
DFT (ωB97M-V with the def2-TZVPD basis set) results for the molecule CH4N2 at a distorted geometry.

XYZ file:
```
7
CH4N2 ωB97M-V with the def2-TZVPD basis set
C 0.6363 0.0221 -0.0214
N -0.5646 0.7420 -0.0937
N -0.6166 -0.6722 0.1090
H 1.1427 -0.1555 -0.9368
H 1.2430 -0.1702 0.9309
H -0.8782 1.3629 0.8859
H -0.9626 -1.1292 -0.8739
```

* HOMO-LUMO gap: 10.693 eV
* LUMO: 1.30 eV
* relative energy (zero: lowest compared OMol25 entry of this formula, charge and spin): 381.4 kJ/mol
* HOMO level: -9.392 eV

***

7.
DFT (ωB97M-V with the def2-TZVPD basis set) results for the molecule CH4N2 at a distorted geometry.

XYZ file:
```
7
CH4N2 ωB97M-V with the def2-TZVPD basis set
H -0.8941 -0.2942 1.8888
N -0.4328 0.3989 1.3080
C -0.3786 -0.0092 0.1027
N 0.7420 0.0875 -0.6760
H -1.1402 -0.6710 -0.3221
H 1.3885 0.8586 -0.7266
H 0.7153 -0.3706 -1.5748
```

* HOMO-LUMO gap: 9.950 eV
* LUMO: 1.02 eV
* relative energy (zero: lowest compared OMol25 entry of this formula, charge and spin): 161.9 kJ/mol
* HOMO level: -8.929 eV

***

8.
DFT (ωB97M-V with the def2-TZVPD basis set) results for the molecule CH4N2O at a distorted geometry.

XYZ file:
```
8
CH4N2O ωB97M-V with the def2-TZVPD basis set
H -2.2128 0.8532 0.4263
N -1.7268 -0.1126 -0.1032
C -0.5854 -0.4139 -0.2685
N 0.5765 0.4264 -0.4896
O 1.8067 -0.2226 -0.1037
H -0.2629 -1.4760 -0.3924
H 0.4840 1.2451 0.1110
H 1.9208 -0.2996 0.8202
```

* HOMO-LUMO gap: 10.364 eV
* LUMO: 0.82 eV
* relative energy (zero: lowest compared OMol25 entry of this formula, charge and spin): 425.1 kJ/mol
* HOMO level: -9.542 eV

***

9.
DFT (ωB97M-V with the def2-TZVPD basis set) results for the molecule CH4N2O at a distorted geometry.

XYZ file:
```
8
CH4N2O ωB97M-V with the def2-TZVPD basis set
H -2.3885 1.0064 -0.0972
N -1.6895 0.3206 -0.4295
C -0.6283 0.2423 0.3710
N 0.3745 -0.7355 0.0590
O 1.6436 0.0816 -0.0929
H -0.3478 1.0387 1.0786
H 0.3155 -1.2373 -0.7535
H 2.2472 -0.0103 0.8827
```

* HOMO-LUMO gap: 10.409 eV
* LUMO: 0.63 eV
* relative energy (zero: lowest compared OMol25 entry of this formula, charge and spin): 406.1 kJ/mol
* HOMO level: -9.780 eV

***

10.
DFT (ωB97M-V with the def2-TZVPD basis set) results for a structure of composition CH4N2O2 at a distorted geometry.

XYZ file:
```
9
CH4N2O2 ωB97M-V with the def2-TZVPD basis set
C 0.5857 -0.2698 0.0365
N -0.9211 1.9803 -0.0561
N 0.2663 1.5017 -0.3553
O -1.2058 3.1522 -0.4327
O 1.1631 2.0424 -0.9206
H 1.6895 -0.3540 0.5098
H 0.4042 -0.6804 -1.0322
H -0.1031 -0.5376 0.7475
H -1.4376 1.4366 0.6842
```

* HOMO-LUMO gap (alpha / beta): 8.712 / 8.711 eV
* LUMO (alpha / beta): 0.37 / 0.37 eV
* relative energy (zero: lowest compared OMol25 entry of this formula, charge and spin): 575.9 kJ/mol
* HOMO level (alpha / beta): -8.344 / -8.343 eV

***

11.
DFT (ωB97M-V with the def2-TZVPD basis set) results for a cluster of 2 separate species, CH4N2O2 in total at a distorted geometry.

XYZ file:
```
9
CH4N2O2 ωB97M-V with the def2-TZVPD basis set
O -1.6020 1.7190 0.7621
C -1.4667 0.5946 0.9394
O -1.4335 -0.5231 1.2001
N 0.4539 0.3581 -0.6013
N 1.0355 -0.9655 -0.3824
H 1.2235 1.0228 -0.5395
H 0.1427 0.3680 -1.5720
H 0.2484 -1.6143 -0.3764
H 1.3982 -0.9595 0.5701
```

* HOMO-LUMO gap: 9.423 eV
* LUMO: 0.71 eV
* relative energy (zero: lowest compared OMol25 entry of this formula, charge and spin): 0.0 kJ/mol
* HOMO level: -8.713 eV

***

12.
DFT (ωB97M-V with the def2-TZVPD basis set) results for a cluster of 2 separate species, CH4N2O2 in total at a distorted geometry.

XYZ file:
```
9
CH4N2O2 ωB97M-V with the def2-TZVPD basis set
C 0.8241 -1.1413 -0.2435
N -1.1455 0.8902 -0.0209
N 0.0277 0.7822 0.4264
O -1.8032 1.9145 0.2171
O 0.7943 1.5686 0.9436
H 0.1817 -1.5999 0.3646
H 1.9040 -1.1632 0.0699
H 0.7100 -1.2189 -1.3698
H -1.4931 -0.0322 -0.3874
```

* HOMO-LUMO gap (alpha / beta): 7.680 / 7.679 eV
* LUMO (alpha / beta): -0.96 / -0.96 eV
* relative energy (zero: lowest compared OMol25 entry of this formula, charge and spin): 675.4 kJ/mol
* HOMO level (alpha / beta): -8.643 / -8.642 eV

***

- Number 5 is which compound?
  CH4N

***

Please write out number 10 again, unchanged.
DFT (ωB97M-V with the def2-TZVPD basis set) results for a structure of composition CH4N2O2 at a distorted geometry.

XYZ file:
```
9
CH4N2O2 ωB97M-V with the def2-TZVPD basis set
C 0.5857 -0.2698 0.0365
N -0.9211 1.9803 -0.0561
N 0.2663 1.5017 -0.3553
O -1.2058 3.1522 -0.4327
O 1.1631 2.0424 -0.9206
H 1.6895 -0.3540 0.5098
H 0.4042 -0.6804 -1.0322
H -0.1031 -0.5376 0.7475
H -1.4376 1.4366 0.6842
```

* HOMO-LUMO gap (alpha / beta): 8.712 / 8.711 eV
* LUMO (alpha / beta): 0.37 / 0.37 eV
* relative energy (zero: lowest compared OMol25 entry of this formula, charge and spin): 575.9 kJ/mol
* HOMO level (alpha / beta): -8.344 / -8.343 eV

***

- Look up the relative energy (zero: lowest compared OMol25 entry of this formula, charge and spin) of the eleventh one.
  0.0 kJ/mol